DFT (wB97M-V/def2-TZVPD) results for 7 unconnected molecules or ions with the total composition C8H24O6.

HOMO energy = -8.74 eV
E_LUMO = 0.3 eV
structure (SMILES) = C=C(C)/C=C/C=C/C.O.O.O.O.O.O
energy relative to the best compared isomer or geometry (same formula, charge and spin) = 1.796 eV
gap between HOMO and LUMO = 9.061 eV

Geometry (Å):
1 C -1.425 -2.900 -0.236
2 C -0.874 -1.944 -0.968
3 C -0.657 -2.157 -2.441
4 C -0.177 -0.760 -0.375
5 C -0.977 0.263 -0.006
6 C -0.571 1.627 0.292
7 C -0.978 2.334 1.344
8 C -0.547 3.817 1.444
9 H -1.523 -2.830 0.844
10 H -1.862 -3.802 -0.647
11 H 0.352 -1.797 -2.675
12 H -1.417 -1.634 -3.029
13 H -0.695 -3.211 -2.705
14 H 0.857 -0.540 -0.638
15 H -2.024 -0.010 0.127
16 H 0.118 2.045 -0.433
17 H -1.563 2.011 2.193
18 H -0.432 3.948 2.525
19 H 0.397 4.104 0.984
20 H -1.351 4.402 1.002
21 O 0.854 0.301 3.463
22 H 1.436 -0.100 4.119
23 H 0.381 -0.457 3.110
24 O 0.986 1.090 -3.025
25 H 1.657 0.924 -2.373
26 H 0.267 0.618 -2.565
27 O 2.726 1.317 1.597
28 H 2.001 1.221 0.956
29 H 2.219 1.415 2.406
30 O -3.428 0.600 -2.204
31 H -3.747 0.292 -3.067
32 H -2.455 0.622 -2.218
33 O 0.877 -2.710 2.228
34 H 0.149 -3.078 1.706
35 H 1.691 -3.120 2.022
36 O 2.876 -0.594 -0.897
37 H 3.503 -0.365 -0.200
38 H 3.357 -0.942 -1.658